# C3H11N3O

A 4-piece molecular cluster, C3H11N3O overall (ωB97M-V/def2-TZVPD, OMol25).

CARTESIAN COORDINATES (ANGSTROEM)
C (1.7413, -0.9641, 0.2095)
C (0.6017, 1.6507, -0.6783)
C (1.2793, 0.3438, 0.7549)
N (1.3263, 0.8264, 1.8983)
H (1.7719, 0.2429, 2.6203)
H (2.1247, -1.6222, 0.9996)
H (0.9137, -1.4596, -0.3002)
H (-0.1047, 2.0092, -1.4268)
H (0.8279, 2.4742, -0.0081)
H (1.4500, 1.3739, -1.2971)
H (2.5336, -0.7999, -0.5254)
N (-2.6747, -0.2309, -0.2328)
N (-2.5572, -1.5613, -0.4710)
O (-0.9550, 0.5125, -0.1865)
H (-1.0884, 0.8930, 0.6911)
H (-2.9183, 0.2118, -1.1163)
H (-2.0179, -1.8413, -1.2914)
H (-2.2544, -2.0590, 0.3603)

Calculated values
* frontier orbital gap (spin up / spin down): 0.2795 / 0.2794 Ha
* HOMO level (spin up / spin down): -7.14 / -7.14 eV
* spin multiplicity: 1
* calculated total energy: -9799.9425 eV
* net charge: 0
* ΔE to the lowest compared entry with this formula, charge and spin: 8.059 eV

Charges computed using Mulliken, reported in e: C -1.052; C -0.901; C 0.615; N -0.619; H 0.254; H 0.367; H 0.183; H 0.262; H 0.355; H 0.323; H 0.280; N -0.179; N -0.327; O -0.627; H 0.334; H 0.228; H 0.251; H 0.253